No. 1
Below is a single C4H6N2O2 molecule at a distorted geometry, with properties calculated with the ωB97M-V functional and the def2-TZVPD basis.

Atoms and positions in Å:
C1 1.417 -0.694 0.847
N1 0.574 -0.610 1.858
O1 -0.693 0.024 1.662
C2 -1.006 -0.099 0.306
C3 -1.785 0.750 -0.701
C4 -0.244 0.717 -0.596
O2 0.593 -0.070 -1.364
N2 1.657 -0.259 -0.452
H1 2.326 -1.158 1.204
H2 -0.883 -1.185 0.024
H3 -2.283 0.122 -1.388
H4 -2.241 1.620 -0.238
H5 0.185 1.621 -0.232
H6 2.385 -0.778 -0.929

* relative energy (zero: lowest compared OMol25 entry of this formula, charge and spin): 653.6 kJ/mol
* Kohn-Sham gap: 9.483 eV
* SMILES: C1=NO[C@H]2C[C@@H]2ON1
* spin multiplicity: 1
* DFT total energy: -11314.2679 eV
* LUMO energy: 0.77 eV
* HOMO: -0.320 Eh

Atom charges from the Löwdin analysis, given in e for atoms 1 to 5: -0.18 0.07 -0.09 -0.32 0.07

***

No. 2
Below is a molecular structure, C25H35GaN5O2PSb2Se2 at a distorted geometry, with properties calculated with the ωB97M-V functional and the def2-TZVPD basis.

Atoms and positions in Å:
Ga1 -0.147 -0.233 -0.015
C1 3.917 -0.599 -0.450
Sb1 2.346 0.614 0.471
C2 3.007 2.598 0.002
C3 3.080 0.534 2.518
C4 2.516 1.537 3.428
C5 3.194 2.747 3.637
C6 2.731 3.672 4.568
C7 1.614 3.360 5.346
C8 0.920 2.182 5.131
C9 1.337 1.329 4.112
C10 0.487 0.104 3.819
Sb2 -1.131 0.354 2.401
C11 -1.987 2.175 2.971
C12 -2.630 -1.044 2.985
H1 4.838 -0.013 -0.592
H2 3.494 -1.005 -1.386
H3 4.087 -1.395 0.243
H4 4.097 2.593 0.168
H5 2.620 3.390 0.658
H6 2.804 2.805 -1.090
H7 4.156 0.766 2.384
H8 3.017 -0.523 2.869
H9 4.152 2.993 3.125
H10 3.256 4.574 4.724
H11 1.264 4.034 6.139
H12 0.068 1.870 5.744
H13 -0.035 -0.172 4.721
H14 1.043 -0.855 3.549
H15 -2.061 2.022 4.062
H16 -2.966 2.228 2.468
H17 -1.436 2.996 2.725
H18 -2.299 -1.485 3.928
H19 -2.773 -1.716 2.153
H20 -3.582 -0.505 3.132
N1 -0.640 4.109 0.083
N2 -1.664 4.185 -0.860
C13 -2.644 3.221 -0.928
N3 -3.729 3.628 -1.609
N4 -2.471 2.052 -0.338
N5 -3.560 1.192 -0.168
O1 -3.334 0.224 0.527
O2 -4.626 1.380 -0.732
H21 -0.801 4.819 0.823
H22 0.284 4.302 -0.294
H23 -1.917 5.104 -1.268
H24 -3.808 4.610 -1.854
H25 -4.435 2.928 -1.777
Se1 -0.151 -2.781 -0.002
P1 -0.545 -2.368 -2.129
Se2 -0.966 -0.135 -2.215
C14 -1.948 -3.399 -2.736
C15 -1.722 -4.258 -3.792
C16 -2.776 -5.028 -4.267
C17 -4.043 -4.927 -3.708
C18 -4.252 -4.072 -2.635
C19 -3.205 -3.251 -2.185
C20 0.996 -2.645 -3.059
C21 1.762 -3.802 -2.811
C22 2.993 -3.966 -3.386
C23 3.472 -2.948 -4.229
C24 2.713 -1.836 -4.504
C25 1.436 -1.673 -3.955
H26 -0.717 -4.390 -4.191
H27 -2.543 -5.711 -5.103
H28 -4.814 -5.520 -4.159
H29 -5.206 -3.922 -2.160
H30 -3.335 -2.565 -1.373
H31 1.341 -4.611 -2.223
H32 3.501 -4.923 -3.254
H33 4.436 -3.023 -4.719
H34 3.095 -1.090 -5.211
H35 0.824 -0.841 -4.242

* relative energy (zero: lowest compared OMol25 entry of this formula, charge and spin): 31.3 kJ/mol
* Kohn-Sham gap: 7.975 eV
* spin multiplicity: 1
* DFT total energy: -243455.1153 eV
* LUMO energy: -5.62 eV
* charge: +2
* HOMO: -0.500 Eh

Atom charges from the Löwdin analysis, given in e for atoms 1 to 5: -0.32 -0.22 1.36 -0.28 -0.29

***

Q: Look up the HOMO of the second one.
A: -0.500 Eh

***

Q: Which of these has the highest DFT total energy?
A: C4H6N2O2

***

What did the first record say?
Below is a single C4H6N2O2 molecule at a distorted geometry, with properties calculated with the ωB97M-V functional and the def2-TZVPD basis.

Atoms and positions in Å:
C1 1.417 -0.694 0.847
N1 0.574 -0.610 1.858
O1 -0.693 0.024 1.662
C2 -1.006 -0.099 0.306
C3 -1.785 0.750 -0.701
C4 -0.244 0.717 -0.596
O2 0.593 -0.070 -1.364
N2 1.657 -0.259 -0.452
H1 2.326 -1.158 1.204
H2 -0.883 -1.185 0.024
H3 -2.283 0.122 -1.388
H4 -2.241 1.620 -0.238
H5 0.185 1.621 -0.232
H6 2.385 -0.778 -0.929

* relative energy (zero: lowest compared OMol25 entry of this formula, charge and spin): 653.6 kJ/mol
* Kohn-Sham gap: 9.483 eV
* SMILES: C1=NO[C@H]2C[C@@H]2ON1
* spin multiplicity: 1
* DFT total energy: -11314.2679 eV
* LUMO energy: 0.77 eV
* HOMO: -0.320 Eh

Atom charges from the Löwdin analysis, given in e for atoms 1 to 5: -0.18 0.07 -0.09 -0.32 0.07